Entry 1:
# CH2F2O2

The molecule CH2F2O2 (ωB97M-V/def2-TZVPD, the Open Molecules 2025 dataset).

Structure (ORCA input):
```
! RIJCOSX wB97M-V def2-TZVPD def2/J DEFGRID3
* xyz 0 1
F 1.424 -1.291 -0.134
C 0.740 -0.142 0.132
O -0.381 -0.095 -0.689
O -1.604 -0.200 -0.193
F -2.180 1.071 -0.086
H 0.473 -0.146 1.126
H 1.529 0.803 -0.156
*
```

Summary:
Energy above the lowest of the compared OMol25 structures with the same formula, charge and spin in eV: 7.620
HOMO-LUMO gap in eV: 12.5
Structure (SMILES): FCOOF
LUMO level in Eh: 0.032


Entry 2:
# C6H15NO

A cluster of 2 separate species, C6H15NO in total (ωB97M-V/def2-TZVPD, the Open Molecules 2025 dataset).

Structure (ORCA input):
```
! RIJCOSX wB97M-V def2-TZVPD def2/J DEFGRID3
* xyz 0 1
C 2.318 0.082 -0.641
C 2.065 -1.287 0.081
C 1.086 -1.332 1.227
N 1.355 -1.023 2.538
O -0.050 -1.728 0.985
H 1.911 0.020 -1.646
H 3.398 0.204 -0.766
H 1.763 0.880 -0.155
H 1.670 -1.980 -0.661
H 3.074 -1.626 0.363
H 0.564 -0.885 3.131
H 2.209 -0.564 2.814
C -2.107 1.113 -1.834
C -1.444 0.366 -0.687
C -2.045 0.904 0.622
H -3.205 1.113 -1.755
H -2.020 0.638 -2.820
H -1.713 2.118 -1.949
H -1.727 -0.688 -0.747
H -0.377 0.501 -0.838
H -2.990 0.408 0.882
H -1.335 0.861 1.452
H -2.401 1.906 0.405
*
```

Summary:
Energy above the lowest of the compared OMol25 structures with the same formula, charge and spin in eV: 0.976
HOMO-LUMO gap in eV: 10.5
Structure (SMILES): CCC(N)=O.CCC
LUMO level in Eh: 0.030


Entry 3:
# C4H9O2P

The molecule C4H9O2P (ωB97M-V/def2-TZVPD, the Open Molecules 2025 dataset).

Structure (ORCA input):
```
! RIJCOSX wB97M-V def2-TZVPD def2/J DEFGRID3
* xyz 0 1
C -2.937 -0.346 0.314
C -1.584 -0.258 0.466
C -0.710 -0.913 -0.374
P 1.049 -0.804 -0.177
O 2.720 -0.951 0.745
C 1.594 0.928 -0.631
O 2.076 1.645 0.508
H -3.838 0.184 0.681
H -3.293 -1.098 -0.245
H -1.087 0.477 1.242
H -0.983 -1.903 -0.741
H 1.544 -1.739 -1.268
H 3.002 -1.783 0.973
H 0.853 1.557 -1.128
H 2.346 0.648 -1.429
H 2.754 1.165 0.916
*
```

Summary:
Energy above the lowest of the compared OMol25 structures with the same formula, charge and spin in eV: 5.310
HOMO-LUMO gap (alpha / beta) in eV: 7.5 / 7.5
Structure (SMILES): C=CC=[P@H](O)CO
LUMO level (alpha / beta) in Eh: -0.013 / -0.013


Entry 4:
# C49H65P2PdSiTe

A structure of composition C49H65P2PdSiTe (ωB97M-V/def2-TZVPD, the Open Molecules 2025 dataset).

Structure (ORCA input):
```
! RIJCOSX wB97M-V def2-TZVPD def2/J DEFGRID3
* xyz -1 1
Pd 0.865 -0.290 0.089
C 3.957 -1.011 -2.342
Si 2.309 -0.264 -1.697
C 1.113 -1.050 -3.034
C 1.159 -0.660 -4.353
C 0.370 -1.274 -5.313
C -0.620 -2.220 -4.939
C -0.740 -2.613 -3.607
C 0.132 -2.073 -2.635
P -0.024 -2.266 -0.756
C -1.719 -2.978 -0.467
C -2.959 -2.154 -0.885
C -4.194 -3.011 -0.577
C -4.260 -3.412 0.904
C -3.104 -2.833 1.761
C -1.777 -3.232 1.061
C 0.979 -3.771 -0.285
C 0.618 -5.015 -1.122
C 1.737 -5.637 -1.842
C 2.965 -5.959 -0.935
C 3.233 -4.795 -0.042
C 2.454 -3.560 -0.374
C 2.445 1.618 -2.173
C 3.429 2.137 -3.036
C 3.644 3.483 -3.189
C 2.719 4.378 -2.680
C 1.628 3.934 -1.951
C 1.512 2.555 -1.699
P 0.119 1.901 -0.588
C -1.311 2.152 -1.729
C -2.316 1.043 -1.520
C -3.393 1.043 -2.569
C -3.893 2.440 -2.951
C -2.857 3.547 -3.069
C -1.982 3.559 -1.800
C -0.020 2.920 0.973
C -0.944 2.128 1.934
C -2.256 2.808 2.202
C -2.063 4.226 2.826
C -0.775 4.946 2.455
C -0.345 4.375 1.056
H 3.893 -1.160 -3.430
H 4.043 -1.977 -1.825
H 4.820 -0.401 -2.044
H 1.819 0.089 -4.624
H 0.507 -0.932 -6.313
H -1.215 -2.587 -5.755
H -1.402 -3.406 -3.350
H -1.761 -3.947 -0.976
H -3.002 -1.873 -1.927
H -3.042 -1.245 -0.198
H -4.232 -3.899 -1.250
H -5.078 -2.451 -0.886
H -4.326 -4.524 1.129
H -5.165 -2.945 1.290
H -3.132 -3.134 2.834
H -3.263 -1.785 1.833
H -1.637 -4.301 1.208
H -0.943 -2.677 1.541
H 0.666 -3.931 0.760
H -0.165 -4.800 -1.811
H 0.184 -5.791 -0.497
H 2.078 -4.949 -2.623
H 1.430 -6.592 -2.280
H 3.860 -6.150 -1.602
H 2.770 -6.849 -0.350
H 4.301 -4.483 0.022
H 3.083 -5.134 0.964
H 2.688 -3.223 -1.373
H 2.626 -2.731 0.299
H 4.182 1.412 -3.465
H 4.407 3.719 -3.906
H 2.903 5.403 -2.910
H 0.828 4.642 -1.630
H -0.836 1.936 -2.716
H -2.777 1.194 -0.567
H -1.754 0.092 -1.590
H -4.226 0.347 -2.336
H -2.954 0.634 -3.472
H -4.656 2.819 -2.164
H -4.528 2.329 -3.809
H -3.253 4.518 -3.320
H -2.179 3.367 -3.931
H -2.539 3.834 -0.863
H -1.135 4.258 -1.920
H 0.972 2.675 1.360
H -0.371 1.916 2.859
H -1.173 1.120 1.624
H -2.819 2.215 2.910
H -2.861 2.928 1.265
H -2.132 4.019 3.846
H -2.979 4.833 2.667
H -0.016 4.767 3.209
H -0.816 6.063 2.416
H 0.476 4.926 0.616
H -1.224 4.517 0.396
Te 1.672 -0.581 2.481
C 0.219 -0.217 4.098
C -0.802 -1.187 4.206
C -1.880 -0.970 5.041
C -1.966 0.155 5.822
C -1.016 1.149 5.729
C 0.082 0.863 4.915
C 3.102 0.910 2.950
C 3.365 1.161 4.284
C 4.202 2.190 4.628
C 4.910 2.902 3.662
C 4.710 2.541 2.320
C 3.749 1.550 1.954
H -0.769 -2.069 3.556
H -2.638 -1.774 4.974
H -2.910 0.350 6.400
H -1.078 2.127 6.260
H 0.913 1.653 4.928
H 2.769 0.763 5.085
H 4.325 2.328 5.722
H 5.618 3.681 4.012
H 5.220 3.164 1.624
H 3.426 1.500 0.910
*
```

Summary:
HOMO-LUMO gap in eV: 4.9
LUMO level in Eh: 0.090


Entry 5:
# C6H11N2S3

The ion C6H11N2S3 with charge +1 (ωB97M-V/def2-TZVPD, the Open Molecules 2025 dataset).

Structure (ORCA input):
```
! RIJCOSX wB97M-V def2-TZVPD def2/J DEFGRID3
* xyz 1 1
C 0.283 -0.164 -0.199
C 2.181 0.895 -0.165
C -0.225 2.828 1.099
C -0.681 -3.016 -0.722
C 0.370 1.553 1.551
C -1.423 -1.741 -0.896
N 0.903 0.726 0.471
N -0.923 -0.657 -0.106
S 3.499 1.817 0.069
S 1.401 0.152 -3.176
S 1.822 -0.533 -1.370
H -0.431 2.685 0.113
H -1.174 3.019 1.575
H 0.452 3.658 1.242
H 0.255 -2.996 -1.266
H -0.564 -3.285 0.359
H -1.236 -3.982 -1.094
H -0.443 0.832 2.027
H 1.222 1.619 2.221
H -1.412 -1.367 -1.982
H -2.480 -1.683 -0.504
H -1.398 -0.360 0.753
*
```

Summary:
Energy above the lowest of the compared OMol25 structures with the same formula, charge and spin in eV: 0.108
HOMO-LUMO gap in eV: 7.6
LUMO level in Eh: -0.183


Entry 6:
# C3H17NO8S

A cluster of 7 separate species, C3H17NO8S in total (ωB97M-V/def2-TZVPD, the Open Molecules 2025 dataset).

Structure (ORCA input):
```
! RIJCOSX wB97M-V def2-TZVPD def2/J DEFGRID3
* xyz -1 2
C 0.889 1.351 0.060
C 1.068 -0.160 0.172
S 2.915 -0.382 0.216
N -0.540 1.914 0.294
C -1.640 1.126 -0.218
O -1.548 0.573 -1.335
O -2.677 1.200 0.443
H 1.503 2.043 0.574
H 0.951 1.662 -0.949
H 0.681 -0.489 -0.712
H 0.453 -0.509 1.014
H -0.633 2.403 1.182
H -2.806 -1.556 2.442
H -2.884 -0.265 1.471
O -3.110 -0.691 2.370
H 1.475 1.741 2.066
H 2.063 0.926 2.979
O 1.400 1.461 2.993
H 1.964 -2.564 0.529
H 1.327 -1.827 1.607
O 1.455 -2.796 1.287
H 1.606 0.061 -3.115
H 1.548 -1.052 -2.209
O 1.773 -0.861 -3.069
H -2.384 -1.917 -0.412
H -1.272 -2.675 0.304
O -2.201 -2.760 0.052
H -0.857 0.769 -3.056
H -0.027 1.960 -3.265
O -0.491 1.312 -3.714
*
```

Summary:
<S²>: 0.753
HOMO-LUMO gap (alpha / beta) in eV: 8.0 / 4.9
LUMO level (alpha / beta) in Eh: 0.087 / -0.026


no.,total energy (Ha)
1,-389.2684
2,-367.5954
3,-649.4967
4,-3274.2461
5,-1538.9498
6,-1179.3481